{"formula": "C39H97ClF2N16O8P5S", "method": "ωB97M-V with the def2-TZVPD basis set", "symbols": ["C", "C", "O", "N", "P", "S", "C", "N", "C", "C", "C", "N", "C", "C", "F", "C", "C", "C", "C", "C", "C", "C", "C", "O", "N", "C", "O", "F", "C", "N", "C", "C", "C", "Cl", "N", "P", "N", "O", "O", "H", "H", "H", "H", "H", "H", "H", "H", "H", "H", "H", "H", "H", "H", "H", "H", "H", "H", "H", "H", "H", "H", "H", "H", "H", "H", "H", "H", "H", "H", "H", "H", "H", "H", "H", "H", "H", "H", "H", "H", "H", "H", "H", "O", "P", "N", "C", "C", "N", "C", "C", "N", "C", "C", "H", "H", "H", "H", "H", "H", "H", "H", "H", "H", "H", "H", "H", "H", "H", "H", "H", "H", "O", "P", "N", "C", "C", "N", "C", "C", "N", "C", "C", "H", "H", "H", "H", "H", "H", "H", "H", "H", "H", "H", "H", "H", "H", "H", "H", "H", "H", "O", "P", "N", "C", "C", "N", "C", "C", "N", "C", "C", "H", "H", "H", "H", "H", "H", "H", "H", "H", "H", "H", "H", "H", "H", "H", "H", "H", "H"], "xyz": [[1.836298, -4.666538, -0.771942], [0.460076, -5.066304, -0.256095], [-0.463815, -3.971426, -0.029760], [-0.682413, -3.166844, -1.128423], [-1.368202, -3.924263, -2.586701], [-0.138229, -4.836997, -3.725839], [-0.462878, -1.880645, -0.958467], [-0.106551, -1.366342, 0.218652], [-1.171763, -1.630087, 1.267532], [-1.905052, -0.408489, 1.793015], [-3.142921, -0.862520, 2.588291], [-4.349739, -0.214048, 2.059722], [0.463657, 0.007671, 0.145830], [1.212720, 0.466344, 1.421616], [0.494945, 1.565075, 1.929245], [1.367568, -0.439415, 2.652895], [1.933251, -1.858774, 2.559306], [1.267962, 0.368264, -1.180691], [1.189468, 1.919431, -1.263828], [2.392595, 2.844280, -1.580799], [3.515388, 2.882787, -0.532622], [2.927532, 2.898176, -3.009426], [2.709916, -0.154998, -1.096080], [3.562767, 0.212325, -1.859708], [2.990750, -1.156527, -0.156968], [4.295696, -1.687502, -0.243377], [4.586456, -2.745371, -0.681091], [5.195151, -0.844876, 0.268248], [0.620411, -0.388963, -2.411836], [1.471223, -1.619980, -2.577854], [0.720885, 0.299161, -3.781928], [-0.144585, 1.442611, -4.323344], [-0.016188, 1.419340, -5.849641], [-1.176025, 0.240573, -6.525292], [-0.677667, -1.034555, -2.068133], [-2.227942, -0.333849, -2.120554], [-3.272238, -1.015453, -1.213190], [-2.070346, 1.217545, -1.789576], [-2.723762, -0.394056, -3.639225], [1.851310, -3.707435, -1.287229], [2.149474, -5.405653, -1.509789], [2.577018, -4.712679, 0.023457], [0.016465, -5.838373, -0.886363], [0.551127, -5.525041, 0.725775], [-2.340740, -4.716162, -1.967357], [-2.048310, -2.865031, -3.182049], [-1.902781, -2.346106, 0.901558], [-0.701275, -2.160143, 2.098179], [-1.306066, 0.242864, 2.418760], [-2.285514, 0.207503, 0.975306], [-3.015312, -0.628634, 3.643431], [-3.264772, -1.954251, 2.515342], [-5.152796, -0.567982, 2.569070], [-4.485062, -0.524241, 1.100731], [-0.393004, 0.680732, 0.067135], [2.191867, 0.872679, 1.175852], [1.984920, 0.129141, 3.348705], [0.393996, -0.492253, 3.138381], [3.022527, -1.851745, 2.614158], [1.597743, -2.441023, 3.417671], [1.659689, -2.412945, 1.663812], [0.400705, 2.199484, -1.961421], [0.801476, 2.310668, -0.321231], [1.931274, 3.832779, -1.458448], [3.922489, 3.896616, -0.555726], [3.131509, 2.753680, 0.478478], [4.358011, 2.230912, -0.752387], [2.170208, 3.220632, -3.727840], [3.703193, 3.665783, -3.050212], [3.383143, 1.977244, -3.366190], [2.306219, -1.903204, -0.207480], [0.934309, -2.259446, -3.166706], [2.253533, -1.407892, -3.193881], [0.636206, -0.512836, -4.513960], [1.761977, 0.620300, -3.864930], [-1.206047, 1.423266, -4.106022], [0.222282, 2.421034, -4.016631], [0.997818, 1.159037, -6.145261], [-0.260098, 2.393734, -6.262275], [-2.936435, -1.802925, -0.679272], [-2.624759, 1.750248, -2.378062], [-2.002804, -0.513154, -4.281081], [-0.294056, -2.428553, -11.173075], [-0.597052, -3.586839, -10.306534], [0.540210, -3.528678, -9.064217], [0.807139, -4.605471, -8.135108], [0.863179, -2.228811, -8.503783], [-0.266135, -4.947941, -11.305996], [0.965329, -5.700599, -11.113134], [-0.517325, -4.702524, -12.723959], [-1.864752, -4.323133, -9.492608], [-2.534362, -3.534959, -8.453711], [-2.780867, -5.251363, -10.174068], [0.375150, -4.411347, -7.141406], [1.888027, -4.724575, -8.014657], [0.406448, -5.552965, -8.479278], [0.098153, -1.877187, -7.799038], [0.961219, -1.481227, -9.289041], [1.819680, -2.269004, -7.975313], [1.858658, -5.064940, -11.075899], [1.083188, -6.408387, -11.934273], [0.927909, -6.306738, -10.208504], [0.297681, -4.155818, -13.209692], [-1.428753, -4.121247, -12.859896], [-0.658676, -5.658407, -13.233518], [-2.728101, -4.167064, -7.582709], [-3.483356, -3.115629, -8.796978], [-1.901653, -2.707976, -8.127939], [-2.359242, -6.254157, -10.179475], [-2.998876, -4.961290, -11.200829], [-3.725039, -5.290005, -9.630358], [3.074375, 4.217698, 4.004871], [2.384227, 5.527482, 4.060117], [1.855574, 5.818297, 2.487189], [1.372793, 7.089541, 1.989107], [1.313251, 4.692876, 1.754044], [3.643055, 6.637494, 4.441310], [4.199520, 7.480622, 3.392872], [4.698393, 6.060771, 5.269180], [1.208260, 6.354929, 4.914480], [-0.146539, 5.790048, 4.902790], [1.517356, 7.048914, 6.175145], [0.280116, 7.101973, 1.877811], [1.814015, 7.287875, 1.007876], [1.638713, 7.912510, 2.643627], [0.275593, 4.469624, 2.041719], [1.896049, 3.791066, 1.920459], [1.320912, 4.888803, 0.676984], [4.483476, 6.919993, 2.493219], [5.086765, 7.986615, 3.774852], [3.510133, 8.274605, 3.108409], [5.411219, 5.462649, 4.691108], [4.276186, 5.414946, 6.038574], [5.237030, 6.864925, 5.775626], [-0.876301, 6.592667, 4.776615], [-0.377494, 5.251273, 5.824883], [-0.271420, 5.097101, 4.070417], [1.899340, 8.045950, 5.967480], [2.244994, 6.519244, 6.788495], [0.603531, 7.157557, 6.759031], [-2.817254, -2.456541, 7.651317], [-2.758599, -1.170595, 8.381638], [-4.347671, -0.699808, 8.629742], [-4.756650, 0.627915, 9.044410], [-5.312845, -1.717930, 9.024733], [-2.042262, -0.105142, 7.218193], [-2.874460, 0.846633, 6.500292], [-1.120995, -0.770050, 6.311683], [-2.023271, -0.444421, 9.694935], [-2.332451, -1.000023, 11.019517], [-0.656796, 0.094325, 9.617479], [-5.053234, 0.657509, 10.100593], [-5.613732, 0.947224, 8.445190], [-3.967104, 1.360414, 8.911613], [-5.246077, -1.965719, 10.091510], [-5.162339, -2.631096, 8.453015], [-6.326305, -1.365173, 8.825505], [-3.767287, 0.379096, 6.063215], [-2.300656, 1.308938, 5.693727], [-3.181433, 1.676941, 7.134867], [-1.650195, -1.301149, 5.507549], [-0.507890, -1.499948, 6.839335], [-0.438292, -0.037429, 5.869094], [-2.486096, -0.185148, 11.729762], [-1.533243, -1.643360, 11.393592], [-3.249243, -1.588398, 10.989552], [-0.677294, 1.108122, 9.222691], [0.007049, -0.506902, 8.997168], [-0.229334, 0.136561, 10.618831]], "forces_ev_per_angstrom": [[-0.1, -0.5, 0.0], [0.7, -0.6, -0.1], [-0.3, 0.0, 0.2], [-0.3, -0.2, -0.2], [0.2, -0.5, -0.5], [0.1, 0.2, 0.0], [0.0, 0.4, 0.0], [-0.4, 0.1, -0.4], [0.7, -0.4, 1.5], [-0.6, 0.3, -0.3], [-0.3, -0.4, -0.3], [0.1, -0.1, 0.2], [-0.5, 0.6, -0.5], [0.2, -0.1, 0.7], [0.0, 0.2, -0.2], [-0.2, -0.3, 0.1], [0.4, 0.0, 0.1], [-0.5, -0.5, 1.0], [0.2, 0.5, -0.2], [-0.1, 0.4, 0.1], [0.1, 0.4, -0.4], [0.2, 0.1, -0.2], [0.2, 0.0, -0.3], [0.1, 0.2, -0.1], [0.1, 0.1, -0.1], [0.3, 0.1, -0.1], [0.0, 0.0, 0.3], [-0.4, -0.2, -0.2], [1.7, -0.9, -0.5], [-0.6, -0.1, -0.6], [-0.7, 0.1, -0.1], [0.4, 0.4, -0.6], [-0.1, 0.4, 0.4], [0.1, -0.2, -0.1], [0.4, 0.7, -0.2], [-1.8, -0.4, 0.5], [1.0, -0.2, -0.1], [0.3, -0.2, -0.6], [0.9, 0.0, 0.3], [0.0, 0.1, 0.1], [0.0, 0.1, -0.1], [0.0, 0.4, 0.0], [-0.3, 0.3, -0.2], [-0.2, 0.3, 0.2], [0.0, 0.2, 0.2], [-0.2, 0.1, 0.3], [0.1, 0.1, -0.4], [0.1, 0.1, 0.0], [0.2, -0.1, -0.1], [0.1, 0.0, -0.1], [-0.1, 0.1, 0.0], [0.3, -0.1, 0.2], [0.0, 0.2, 0.1], [0.0, 0.2, -0.1], [0.0, 0.0, 0.2], [0.0, 0.0, -0.3], [0.0, 0.1, -0.1], [-0.1, 0.1, -0.1], [0.0, 0.0, -0.1], [-0.1, 0.0, 0.0], [-0.2, 0.0, 0.1], [-0.1, -0.3, -0.1], [0.1, -0.2, 0.2], [-0.2, -0.1, 0.0], [0.1, 0.0, 0.1], [0.1, -0.2, 0.0], [-0.2, -0.3, 0.2], [-0.1, -0.1, 0.1], [0.0, 0.0, 0.0], [0.0, 0.0, 0.1], [0.0, 0.0, 0.1], [0.0, -0.1, 0.2], [0.3, 0.2, 0.4], [-0.2, -0.1, 0.1], [0.0, 0.1, 0.2], [0.0, -0.1, 0.2], [0.0, -0.1, 0.2], [-0.1, -0.1, -0.2], [-0.1, -0.1, -0.2], [-0.5, -0.1, 0.1], [0.0, 0.2, 0.1], [-0.2, 0.3, -0.4], [-1.9, 1.1, 0.6], [2.9, -2.8, -0.7], [-0.1, 0.2, 0.1], [-0.3, -0.1, 0.2], [0.3, 0.3, -0.3], [0.1, 0.0, 0.2], [0.0, -0.1, 0.1], [-0.1, 0.1, -0.1], [-1.1, 1.4, -0.3], [0.2, -0.1, 0.2], [0.1, -0.1, 0.0], [0.0, 0.0, 0.0], [0.0, 0.0, 0.0], [-0.1, 0.1, 0.0], [0.1, -0.1, 0.1], [-0.1, -0.1, -0.1], [0.0, -0.1, 0.0], [0.0, 0.0, 0.0], [0.0, 0.1, -0.1], [0.0, 0.1, 0.0], [0.0, 0.0, 0.0], [0.0, 0.0, 0.0], [0.0, 0.0, 0.0], [-0.1, 0.0, 0.0], [0.0, 0.0, 0.0], [0.0, 0.0, 0.0], [0.1, 0.0, -0.1], [0.0, 0.0, 0.0], [0.0, 0.1, 0.0], [-1.6, -1.0, 1.2], [2.5, 2.7, -1.8], [-0.1, -0.3, 0.1], [-0.3, 0.1, 0.1], [0.0, -0.4, -0.2], [-0.1, 0.0, -0.1], [-0.1, 0.1, -0.1], [0.0, -0.1, 0.1], [-0.5, -1.5, 0.9], [-0.1, 0.1, -0.2], [0.1, 0.1, 0.0], [0.0, 0.0, 0.0], [0.0, 0.0, 0.0], [0.0, -0.1, 0.1], [0.0, 0.0, -0.1], [0.0, 0.1, 0.2], [0.0, 0.2, 0.0], [0.0, 0.0, 0.0], [0.0, -0.1, 0.1], [0.0, -0.1, -0.1], [0.0, 0.0, 0.0], [0.0, 0.0, 0.0], [0.0, 0.0, -0.1], [0.0, 0.0, 0.1], [0.0, 0.0, 0.0], [0.0, 0.0, 0.0], [0.1, 0.0, 0.0], [0.0, 0.0, 0.0], [0.0, -0.1, -0.1], [0.8, -1.1, 1.7], [-1.0, 2.9, -2.6], [0.0, -0.2, 0.2], [0.1, 0.1, 0.3], [-0.1, -0.3, -0.3], [0.0, 0.2, 0.1], [-0.1, 0.1, 0.1], [0.1, -0.2, 0.0], [0.6, -1.5, 0.6], [-0.2, 0.1, 0.0], [0.0, 0.1, -0.1], [0.0, 0.0, 0.0], [0.0, 0.0, 0.0], [0.1, -0.1, 0.1], [-0.1, 0.1, 0.0], [0.1, 0.0, 0.0], [0.0, 0.1, 0.0], [0.0, 0.1, 0.0], [0.1, -0.2, 0.0], [-0.1, -0.1, 0.0], [0.1, -0.1, 0.0], [-0.1, -0.1, 0.0], [-0.1, 0.1, 0.0], [0.1, 0.0, 0.0], [0.0, 0.0, 0.0], [0.0, 0.0, 0.0], [0.0, 0.0, -0.1], [0.0, 0.0, 0.0], [-0.1, -0.1, 0.0]], "fmax_ev_per_a": 4.11, "energy_ev": -157470.6553, "gap_ev": 6.2877, "total_charge": 1}

{"formula": "C3Br3N3O2", "method": "ωB97M-V with the def2-TZVPD basis set", "symbols": ["C", "C", "C", "N", "N", "N", "O", "O", "Br", "Br", "Br"], "xyz": [[0.702876, 0.491878, 1.470647], [-0.199943, -0.705407, 1.135003], [1.009433, 1.455966, 0.693203], [-0.639132, -0.857307, -0.030237], [-0.662047, 0.046215, -0.905403], [-0.839866, -0.407473, -2.207122], [-0.622575, 0.380648, -3.101938], [-1.129878, -1.575127, -2.315561], [1.712547, 0.302999, 3.113812], [-0.497022, -2.036427, 2.468861], [1.165607, 2.904036, -0.321265]], "forces_ev_per_angstrom": [[0.2, -1.7, 0.5], [1.5, 0.8, 1.6], [-0.9, 0.7, -1.0], [-0.8, -1.7, -0.7], [-0.1, 3.1, 0.9], [0.8, -1.9, -0.9], [-0.3, 0.2, 0.7], [-0.5, -0.2, -0.7], [0.0, 0.3, 0.1], [-0.2, 0.6, -0.8], [0.2, -0.3, 0.3]], "fmax_ev_per_a": 3.24, "energy_ev": -221794.4144, "gap_ev": [7.7260, 5.8440], "total_charge": 0, "de_lowest_ev": 0.7917}

What did the second record say?
{"formula": "C3Br3N3O2", "method": "ωB97M-V with the def2-TZVPD basis set", "symbols": ["C", "C", "C", "N", "N", "N", "O", "O", "Br", "Br", "Br"], "xyz": [[0.702876, 0.491878, 1.470647], [-0.199943, -0.705407, 1.135003], [1.009433, 1.455966, 0.693203], [-0.639132, -0.857307, -0.030237], [-0.662047, 0.046215, -0.905403], [-0.839866, -0.407473, -2.207122], [-0.622575, 0.380648, -3.101938], [-1.129878, -1.575127, -2.315561], [1.712547, 0.302999, 3.113812], [-0.497022, -2.036427, 2.468861], [1.165607, 2.904036, -0.321265]], "forces_ev_per_angstrom": [[0.2, -1.7, 0.5], [1.5, 0.8, 1.6], [-0.9, 0.7, -1.0], [-0.8, -1.7, -0.7], [-0.1, 3.1, 0.9], [0.8, -1.9, -0.9], [-0.3, 0.2, 0.7], [-0.5, -0.2, -0.7], [0.0, 0.3, 0.1], [-0.2, 0.6, -0.8], [0.2, -0.3, 0.3]], "fmax_ev_per_a": 3.24, "energy_ev": -221794.4144, "gap_ev": [7.7260, 5.8440], "total_charge": 0, "de_lowest_ev": 0.7917}